Entry 1:
Density functional theory data (ωB97M-V with the def2-TZVPD basis set) for a single C3H2BrF2IO2 molecule in a non-equilibrium geometry.

Values from the calculation:
Frontier orbital gap (alpha / beta) in hartree: 0.2572 / 0.3198
Spin multiplicity: 3
Lowest unoccupied orbital energy (alpha / beta) in eV: 0.18 / -1.37
<S²>: 2.008
Net charge: 0
Energy in a.u.: -3337.2384

Each line ends with the Löwdin spin population.
Atoms and positions in Å:
C: -1.391 -0.171 -0.157  0.0490
C: 0.471 1.157 0.673  0.5866
C: 0.775 -0.894 -0.745  0.5918
O: -0.798 1.056 0.442  0.1210
O: -0.533 -0.788 -1.046  0.1156
F: 0.830 0.757 1.882  0.1204
F: 1.679 -0.575 -1.660  0.1203
Br: 1.426 2.645 0.020  0.1280
I: 1.554 -2.578 0.414  0.1681
H: -1.741 -0.903 0.762  -0.0008
H: -2.273 0.293 -0.587  0.0000

Entry 2:
Density functional theory data (ωB97M-V with the def2-TZVPD basis set) for a single C5H8O2 molecule.

Values from the calculation:
Frontier orbital gap in hartree: 0.4079
ΔE to the lowest compared entry with this formula, charge and spin in eV: 2.591
Lowest unoccupied orbital energy in eV: 0.83
Net charge: 0
SMILES: C#C[C@](C)(O)CO
Energy in a.u.: -345.7097

Each line ends with the natural charge from an NBO analysis.
Atoms and positions in Å:
C: 0.458 0.224 1.632  -0.6307
C: 0.266 0.038 0.112  0.1347
O: 1.532 0.267 -0.513  -0.6973
C: -0.086 -1.415 -0.258  -0.0547
O: -0.145 -1.611 -1.645  -0.6992
C: -0.740 0.962 -0.468  -0.0462
C: -1.471 1.746 -1.024  -0.2370
H: 0.273 -0.691 2.211  0.2186
H: -0.114 1.054 2.066  0.2239
H: 1.524 0.455 1.682  0.2376
H: 1.641 1.222 -0.631  0.4742
H: -1.021 -1.721 0.243  0.1658
H: 0.727 -2.042 0.123  0.1935
H: -0.742 -0.939 -2.004  0.4709
H: -2.103 2.451 -1.526  0.2459

Entry 3:
Density functional theory data (ωB97M-V with the def2-TZVPD basis set) for a molecular structure, C5H9NO.

Values from the calculation:
Frontier orbital gap in hartree: 0.3454
ΔE to the lowest compared entry with this formula, charge and spin in eV: 5.195
Lowest unoccupied orbital energy in eV: 0.98
Net charge: 0
Energy in a.u.: -325.7466

Each line ends with the natural charge from an NBO analysis.
Atoms and positions in Å:
C: 1.777 -0.213 -0.670  -0.6798
C: 0.867 0.622 0.174  0.5968
N: 1.043 1.801 0.528  -0.7461
O: 0.459 -0.708 1.415  -0.6646
C: -0.717 -0.288 1.044  0.2818
C: -1.670 -0.977 0.172  -0.4631
C: -0.944 0.108 -0.636  -0.4925
H: 2.745 -0.213 -0.167  0.2503
H: 1.420 -1.236 -0.760  0.2368
H: 1.880 0.247 -1.660  0.2286
H: 0.362 2.297 1.086  0.3745
H: -1.142 0.591 1.556  0.1539
H: -1.395 -1.994 -0.098  0.2308
H: -2.733 -0.813 0.336  0.2277
H: -0.485 -0.274 -1.544  0.2407
H: -1.467 1.049 -0.777  0.2242

Entry 4:
Density functional theory data (ωB97M-V with the def2-TZVPD basis set) for a molecular structure, C34H28FIN7O7SeW in a non-equilibrium geometry.

Values from the calculation:
Frontier orbital gap (alpha / beta) in hartree: 0.2514 / 0.2516
ΔE to the lowest compared entry with this formula, charge and spin in eV: 2.789
Lowest unoccupied orbital energy (alpha / beta) in eV: -4.44 / -4.44
Net charge: +1
Energy in a.u.: -5088.3025

Each line ends with the Löwdin charge.
Atoms and positions in Å:
W: 1.354 -0.016 -0.391  1.3080
C: -2.403 -1.880 -4.222  -0.0116
C: -1.328 -2.162 -3.256  -0.3297
N: -0.119 -1.789 -3.121  -0.0277
N: 0.349 -0.888 -4.140  0.1275
C: 1.122 -0.026 -3.624  -0.2784
O: 1.415 0.043 -2.253  -0.3720
C: 1.733 1.035 -4.515  -0.1614
C: 1.655 0.863 -5.873  -0.0413
C: 2.330 1.739 -6.668  -0.0630
C: 3.020 2.821 -6.102  -0.0766
C: 3.143 2.934 -4.752  -0.0700
C: 2.518 1.996 -3.947  -0.0255
C: -1.712 -3.155 -2.209  -0.3475
C: -1.467 -4.488 -2.308  -0.0873
C: -1.886 -5.285 -1.262  -0.0799
C: -2.591 -4.774 -0.204  -0.0434
C: -2.835 -3.385 -0.200  -0.1253
N: -2.458 -2.615 -1.192  0.1277
H: -2.996 -2.849 -4.388  0.1180
H: -2.032 -1.494 -5.214  0.0944
H: -3.149 -1.114 -3.842  0.1095
H: 0.977 0.067 -6.139  0.1107
H: 2.377 1.580 -7.777  0.1278
H: 3.552 3.529 -6.758  0.1192
H: 3.659 3.766 -4.302  0.1109
H: 2.634 2.072 -2.888  0.0930
H: -0.832 -4.890 -3.146  0.1449
H: -1.578 -6.362 -1.283  0.1323
H: -2.917 -5.428 0.541  0.0883
H: -3.270 -2.851 0.664  0.1197
C: -3.128 1.154 -0.815  -0.0035
C: -2.593 1.134 0.557  -0.2907
N: -3.274 1.574 1.576  0.1507
C: -2.868 1.203 2.877  -0.0481
C: -1.816 0.398 3.225  -0.1228
C: -1.761 -0.134 4.657  -0.2020
O: -1.708 -1.517 4.502  -0.0394
C: -0.995 0.009 2.122  -0.0650
C: 0.049 -0.974 2.212  -0.0277
N: 0.986 -1.165 1.398  -0.1439
C: 1.886 -2.215 1.786  -0.4439
C: 2.428 -2.374 3.030  -0.0558
C: 3.126 -3.511 3.388  -0.0175
C: 3.257 -4.658 2.468  -0.0251
C: 2.777 -4.470 1.202  -0.1133
C: 2.102 -3.245 0.902  -0.5908
I: 1.364 -2.917 -0.999  1.4061
C: -1.388 0.408 0.828  -0.2188
O: -0.613 0.123 -0.240  -0.2452
H: -2.642 0.351 -1.371  0.0629
H: -2.925 2.144 -1.292  0.1052
H: -4.198 0.967 -0.734  0.0954
H: -3.541 1.481 3.722  0.1289
H: -2.603 0.268 5.192  0.1152
H: -0.873 0.243 5.166  0.1293
H: -1.567 -1.901 5.373  0.1088
H: 0.043 -1.638 3.065  0.1443
H: 2.383 -1.571 3.789  0.1420
H: 3.598 -3.547 4.360  0.1075
H: 3.809 -5.505 2.798  0.1014
H: 2.858 -5.222 0.449  0.0939
F: -2.150 5.143 4.276  0.1284
C: -0.970 4.848 3.790  -0.2224
C: -0.916 4.618 2.478  0.0893
N: 0.324 4.266 1.866  -0.0029
C: 0.395 3.834 0.518  -0.0268
C: 0.969 2.440 0.328  -0.5067
O: 1.216 2.082 -0.863  -0.0858
O: 0.988 1.484 1.197  -0.1159
C: 1.465 4.278 2.647  -0.4775
O: 2.487 3.976 2.107  0.1226
N: 1.307 4.467 3.993  0.2318
C: 0.140 4.613 4.661  -0.4217
O: 0.063 4.665 5.876  0.1181
H: -1.755 4.784 1.822  0.1467
H: 0.929 4.630 -0.086  0.1792
H: -0.626 3.785 0.155  0.1405
H: 2.137 4.275 4.599  0.2082
Se: 3.557 -0.075 0.214  0.4655

Entry 5:
Density functional theory data (ωB97M-V with the def2-TZVPD basis set) for 2 unconnected molecules or ions with the total composition C11H20N2Si in a non-equilibrium geometry.

Values from the calculation:
Frontier orbital gap in hartree: 0.2979
ΔE to the lowest compared entry with this formula, charge and spin in eV: 2.090
Lowest unoccupied orbital energy in eV: 0.44
Net charge: 0
SMILES: C=[Si](c1ccccc1)N(C)C.CCN
Energy in a.u.: -830.0222

Each line ends with the natural charge from an NBO analysis.
Atoms and positions in Å:
C: 2.244 3.497 0.020  -0.2037
C: 1.473 2.903 -0.984  -0.2076
C: 2.628 2.817 1.138  -0.2128
C: 1.172 1.426 -0.896  -0.1800
C: 2.384 1.490 1.232  -0.1812
C: 1.622 0.810 0.301  -0.4902
C: -3.714 -0.045 0.768  -0.6543
C: 1.716 -1.926 -1.424  -0.4040
C: -0.126 -3.102 -0.517  -0.4085
C: 0.428 -1.175 2.520  -1.2176
C: -3.118 -0.148 -0.661  -0.2123
N: -2.117 0.776 -0.905  -0.8410
N: 0.935 -2.097 -0.296  -0.8582
Si: 0.777 -0.834 0.858  1.6530
H: 2.731 4.527 -0.036  0.2192
H: 1.225 3.466 -1.851  0.2145
H: 3.221 3.318 1.849  0.2114
H: 0.613 0.831 -1.503  0.2167
H: 2.759 0.939 2.015  0.2156
H: -4.677 0.300 0.530  0.2157
H: -3.635 -0.961 1.325  0.2147
H: -3.023 0.566 1.369  0.2143
H: 2.292 -2.850 -1.692  0.1829
H: 1.003 -1.855 -2.316  0.1629
H: 2.378 -1.115 -1.526  0.2205
H: -0.908 -2.760 -1.260  0.1825
H: 0.315 -4.034 -0.940  0.1997
H: -0.719 -3.287 0.409  0.2195
H: 0.126 -0.419 3.259  0.2387
H: -2.460 1.700 -0.988  0.3592
H: 0.287 -2.149 2.836  0.2213
H: -2.683 -1.166 -0.821  0.1703
H: -3.790 -0.120 -1.575  0.1893
H: -1.360 0.680 -0.237  0.3497

Entry 6:
Density functional theory data (ωB97M-V with the def2-TZVPD basis set) for 2 unconnected molecules or ions with the total composition C3H8O2S in a non-equilibrium geometry.

Values from the calculation:
Frontier orbital gap in hartree: 0.3532
ΔE to the lowest compared entry with this formula, charge and spin in eV: 0.802
Lowest unoccupied orbital energy in eV: 0.82
Net charge: 0
SMILES: O=CO.CSC
Energy in a.u.: -667.7515

Each line ends with the natural charge from an NBO analysis.
Atoms and positions in Å:
C: -2.009 -0.437 1.002  -0.7154
S: -0.810 0.826 0.355  0.1427
C: -1.378 2.158 1.459  -0.7373
H: -1.456 -1.370 0.871  0.2225
H: -2.914 -0.411 0.421  0.2214
H: -2.061 -0.310 2.077  0.2177
H: -0.775 3.044 1.246  0.2271
H: -2.390 2.511 1.243  0.2125
H: -1.307 1.850 2.495  0.2108
O: 1.926 -1.056 -2.312  -0.5871
C: 1.635 -1.543 -1.253  0.6266
O: 1.887 -0.981 -0.081  -0.6693
H: 1.182 -2.532 -1.356  0.1265
H: 1.999 -0.053 -0.236  0.5012